ORCA calculation (ωB97M-V/def2-TZVPD) on C14H30O4S in the gas phase in a non-equilibrium geometry.

Properties
* HOMO-LUMO gap: 11.210 eV
* energy above the lowest of the compared OMol25 structures with the same formula, charge and spin: 1.59 kcal per mole
* electronic energy: -34030.455 eV
* charge: 0

Last column: Löwdin charge in e.
Atoms and positions in Å:
S 1.08832 0.11352 1.77644  0.541
O 1.60125 0.20983 3.09545  -0.220
O -0.42588 0.48511 1.82676  -0.176
O 1.04101 -1.44362 1.41335  -0.127
O 1.74691 0.76427 0.70184  -0.226
C -1.72482 -0.49276 0.03291  -0.125
C -0.30931 -0.70898 -2.07887  -0.337
C 0.12054 0.54746 -2.85361  -0.221
C 1.63413 0.73170 -2.85100  -0.088
C -1.02385 0.76665 0.55400  -0.342
C -0.22729 3.48819 1.74710  -0.056
C -1.73009 -0.56589 -1.49550  -0.144
C 0.95941 -4.89299 -0.69278  -0.113
C 1.02606 -3.54362 -1.39889  -0.263
C -0.19875 -1.95042 -2.97372  -0.175
C -0.24159 -3.27395 -2.20784  -0.212
C -1.26216 3.32050 0.63661  -0.419
C -1.96624 1.96025 0.70837  -0.111
C -2.30337 4.43740 0.70917  -0.079
H 0.19408 4.49082 1.71425  0.083
H -2.71093 1.90702 -0.08848  0.123
H 1.90938 1.62517 -3.40728  0.072
H 0.11500 -4.92349 -0.00701  0.069
H 1.86888 -5.07310 -0.12446  0.067
H -0.68785 3.33914 2.72110  0.092
H -1.01253 -1.93033 -3.70408  0.119
H -0.33038 1.43106 -2.39699  0.097
H -1.19279 -1.36121 0.42369  0.107
H -1.82536 5.40909 0.61415  0.076
H -2.48307 1.86281 1.66472  0.136
H -2.74639 -0.52461 0.41923  0.124
H -2.34190 -1.41970 -1.79128  0.110
H -3.03580 4.33719 -0.08895  0.075
H 0.58411 2.77166 1.64128  0.052
H 1.99381 0.83419 -1.82884  0.058
H 1.88888 -3.52892 -2.06864  0.113
H 1.16960 -2.76020 -0.65380  0.079
H -1.10351 -3.28830 -1.53772  0.107
H 1.08691 -1.94453 2.22737  0.099
H 2.13315 -0.11948 -3.30779  0.069
H -0.37471 -4.08722 -2.92680  0.114
H 0.39198 -0.83043 -1.24932  0.110
H 0.73939 -1.90653 -3.52967  0.108
H -2.21328 0.32550 -1.90022  0.113
H -0.24877 0.48634 -3.88089  0.116
H 0.84072 -5.69916 -1.41443  0.070
H -0.20028 1.02857 -0.11304  0.116
H -0.74749 3.38757 -0.32873  0.137
H -2.82670 4.40558 1.66213  0.081

ORCA calculation (ωB97M-V/def2-TZVPD) on a molecular structure, C14H30O4S in a non-equilibrium geometry.

Properties
* HOMO-LUMO gap: 8.294 eV
* energy above the lowest of the compared OMol25 structures with the same formula, charge and spin: 365.49 kcal per mole
* electronic energy: -34014.675 eV
* charge: 0

Last column: Löwdin charge in e.
Atoms and positions in Å:
S 0.34877 3.16105 -0.26019  0.406
O 0.83728 4.58312 -0.32175  -0.302
O -0.19799 2.78371 0.87215  -0.125
O 1.56967 2.26751 -0.81877  -0.082
O -0.63779 3.21039 -1.22634  -0.116
C -3.94505 1.03222 0.53033  -0.267
C 4.63660 -1.03120 0.88541  -0.057
C -1.38643 -2.27925 -1.03746  -0.203
C 1.03478 0.12530 -1.46853  -0.156
C 2.87698 -0.15980 2.17167  -0.099
C -4.51237 0.55893 1.98752  -0.075
C 1.75855 1.11341 -0.50882  -0.596
C -0.30641 -3.11695 -1.62610  -0.067
C 3.08046 0.72456 0.01529  -0.150
C -0.42351 -0.03011 -1.65442  -0.039
C -3.09229 0.09913 -0.23648  -0.214
C -1.87014 -0.30429 0.47244  -0.281
C 3.24965 -0.47070 0.81423  -0.525
C -0.95820 -1.07493 -0.22102  -0.261
H 3.62075 0.55567 -1.12447  0.192
H 2.57848 -1.39381 0.22054  0.200
H -2.08313 -1.08476 1.21568  0.138
H -4.96995 -0.52963 1.85165  0.100
H -1.56935 0.58679 0.90854  0.100
H 3.41570 1.62423 0.58786  0.159
H -5.20016 1.38303 2.25331  0.064
H 1.83221 0.16324 2.21053  0.072
H -4.81927 1.21552 -0.08639  0.096
H 0.21273 -2.69629 -2.41041  0.069
H -2.12549 -2.32095 -1.77095  0.100
H -0.70044 -3.90919 -1.82694  -0.015
H -1.78513 -2.76900 -0.04784  0.151
H 5.38547 -0.49944 1.08231  -0.030
H 1.55151 -0.87375 -1.49128  0.108
H -3.92074 -0.95950 -0.28338  0.198
H 3.53401 0.37587 2.72771  0.043
H 0.43623 -3.21849 -0.90904  0.073
H 1.05616 0.93168 0.46129  0.158
H -3.10003 0.24995 -1.18492  0.041
H 1.42064 0.48482 -2.47743  0.137
H 4.89992 -1.94687 1.31800  0.051
H -0.48803 4.01183 -2.00833  0.293
H -3.61872 2.01785 0.57954  0.075
H -0.14466 -1.07923 0.49605  0.139
H -0.88050 -0.27480 -2.38896  0.004
H -0.77590 0.89503 -1.23078  0.070
H 2.82015 -1.27461 2.89736  0.177
H 4.98869 -1.16024 -0.54807  0.190
H -3.63371 0.30297 2.60967  0.051

ORCA calculation (ωB97M-V/def2-TZVPD) on 2 unconnected molecules or ions with the total composition C14H32BBr2FO9P3S in a non-equilibrium geometry.

Properties
* HOMO-LUMO gap: 6.985 eV
* electronic energy: -215643.868 eV
* charge: -1

Last column: Löwdin charge in e.
Atoms and positions in Å:
Br -0.26924 -1.51276 -3.40691  0.656
Br 3.13549 0.17512 3.08647  0.655
S 2.39072 3.35015 -2.83552  0.196
P 4.72593 1.94577 -0.05862  0.486
P 1.57501 1.60110 -2.36184  0.471
P 2.64490 2.55669 0.43224  0.852
F 0.35318 1.83982 2.63671  -0.133
O -5.46332 0.58682 0.85968  -0.284
O 1.71319 -0.09088 0.06825  -0.118
O 2.47413 0.44230 -3.31106  -0.378
O 0.07814 1.48355 -0.17289  -0.135
O 4.89363 0.21409 0.00661  -0.270
O -0.10812 1.79211 -2.90217  -0.357
O 0.86300 0.89681 -6.05638  -0.088
O 5.35061 2.70039 -1.49355  -0.317
O 5.60991 2.51989 1.16176  -0.497
C 1.05521 -1.73740 1.80728  -0.177
C -1.98086 0.25366 -0.18690  -0.107
C -6.32985 -0.27677 1.67618  -0.150
C -4.61705 -0.23208 -0.07131  -0.178
C 0.53253 -0.87549 0.56721  -0.237
C -0.84699 1.16991 2.01488  -0.177
C 0.49582 -0.79582 4.36250  -0.162
C -1.90849 2.45041 1.83837  -0.052
C 1.18829 -3.76580 -2.27780  -0.193
C 1.62708 -1.15253 3.17991  -0.671
C 0.16971 -2.16057 -0.45344  -0.152
C -3.15280 -0.50496 0.69106  -0.162
C -0.52438 0.36426 0.63306  -0.194
C 0.93165 -2.15408 -1.88562  -0.600
B 1.51055 1.25789 -0.48834  -1.240
H 1.61517 -4.38314 -1.37760  0.076
H -1.00736 -2.28618 -0.60698  0.113
H -3.29821 -0.09648 1.77690  0.097
H -1.39303 0.43095 2.73729  0.116
H -5.12640 -1.23964 -0.37867  0.122
H 2.18110 -2.09094 3.68988  0.090
H -4.38735 0.49193 -0.98006  0.134
H 4.53610 -0.15741 -0.85469  0.066
H 3.20607 0.88237 -3.85161  0.069
H 0.19767 -2.51996 2.09379  0.140
H 0.22011 -4.20634 -2.76518  0.059
H 0.68993 -1.43024 5.35530  0.079
H -0.58744 -1.14532 4.00168  0.073
H 0.45300 -3.20965 0.04794  0.106
H 0.51668 0.32557 4.69126  0.070
H 1.21867 0.44592 -5.27600  -0.029
H -2.32694 1.31190 -0.62090  0.143
H 2.00315 -1.69621 -1.92170  0.103
H -5.76800 -1.08362 2.31009  0.095
H -3.00641 2.11440 1.62682  0.071
H -1.83534 3.07816 2.85116  0.095
H -0.04717 2.32344 -3.76407  0.055
H 2.04445 -3.77068 -3.10868  0.085
H 6.35055 2.65047 -1.42405  0.070
H -2.94276 -1.67423 0.81375  0.116
H -1.50844 3.19483 0.99705  0.108
H 1.49392 0.68076 -6.75943  0.035
H 2.37841 3.89703 -0.02298  -0.083
H -1.87303 -0.39932 -1.18294  0.092
H -7.16517 -0.77332 0.98671  0.101
H -6.89107 0.42285 2.46448  0.105
H 1.94152 -2.42954 1.39163  0.147

ORCA calculation (ωB97M-V/def2-TZVPD) on 3 unconnected molecules or ions with the total composition C14H32BrN4O7S2 in a non-equilibrium geometry.

Properties
* HOMO-LUMO gap: 8.983 eV
* electronic energy: -127028.365 eV
* charge: +1

Last column: Löwdin charge in e.
Atoms and positions in Å:
Br 9.10115 2.77815 2.62390  0.527
S -4.37579 -1.73137 -4.65131  0.621
S -1.33204 -0.57991 5.48231  0.625
O -4.25748 -0.54581 -3.83055  -0.309
O -4.83301 -1.67421 -6.02333  -0.276
O -1.99051 -0.02651 4.31830  -0.300
O 0.22271 -0.09282 0.27811  -0.062
O -5.25941 -2.84405 -3.85253  -0.264
O -1.36199 -1.99497 5.78217  -0.279
O 0.21468 -0.06593 5.50079  -0.265
N 1.58710 1.78916 -1.16140  0.041
N 2.87302 0.34402 0.17940  0.145
N 2.86919 2.25040 -1.42570  0.068
N 5.09322 1.49768 -0.67563  0.015
C -1.90718 2.07149 -2.18383  -0.122
C 7.84069 1.31916 1.98360  -0.590
C 1.16687 -0.74065 4.69213  -0.270
C 1.40728 0.63670 -0.19880  -0.054
C -2.83133 -2.60521 -4.61076  -0.124
C -7.57580 -2.47733 -4.47674  -0.073
C -6.54166 -2.47560 -3.36681  -0.278
C -1.46988 0.57812 -1.60419  -0.199
C -1.87918 0.31462 6.91446  -0.119
C 3.73409 1.31948 -0.59356  -0.175
C 6.03367 0.62674 0.14105  -0.156
C 1.06142 -0.31444 3.24002  -0.094
C -1.02993 0.62947 0.00844  -0.166
C 7.37852 1.57510 0.43000  -0.248
H -7.37934 -1.67806 -5.19769  0.073
H -0.56087 0.10075 -2.16730  0.109
H -3.00394 2.11775 -2.58907  0.093
H -2.09893 -2.02406 -5.17595  0.076
H 2.15760 -0.47068 5.07238  0.125
H -8.57984 -2.32671 -4.07000  0.084
H -2.95154 0.14188 7.03192  0.080
H 1.08206 0.77649 3.15270  0.086
H -2.96615 -3.58452 -5.07333  0.079
H -1.68821 1.37834 6.76206  0.076
H 1.88327 -0.73436 2.65312  0.069
H 6.34534 -0.36600 -0.44444  0.150
H 8.47778 0.32850 1.99041  0.088
H 8.23666 1.39209 -0.36323  0.132
H -6.82422 -3.21934 -2.61445  0.126
H -1.34217 -0.05603 7.78884  0.078
H -7.55263 -3.42269 -5.02805  0.088
H 0.12072 -0.65615 2.79785  0.061
H 3.10553 3.03033 -2.07910  0.186
H 0.82365 2.29878 -1.65759  0.147
H 1.06687 -1.82650 4.79449  0.121
H -6.50394 -1.50432 -2.86209  0.115
H 5.43897 2.25780 -1.31078  0.168
H -1.09367 2.32487 -3.02000  0.078
H 6.99053 2.70061 0.37061  0.113
H -2.50953 -2.70567 -3.57313  0.069
H -1.07969 1.71595 0.45323  0.140
H -1.89023 0.01693 0.56511  0.162
H 6.94867 1.31005 2.74111  0.078
H -1.71164 2.87014 -1.32042  0.079
H -2.43721 -0.10373 -1.74784  0.115
H 5.55771 0.35610 1.20110  0.139